Computed, not measured: a cluster of 10 separate species, C39H62N2O24 in total, with wB97M-V/def2-TZVPD.

XYZ file:
```
127
Properties=species:S:1:pos:R:3:forces:R:3:lowdin_charge:R:1
H -0.970598 -3.588409 -0.174063 0.10 0.11 -1.05 0.118
C -3.498598 2.267591 -1.149063 4.20 4.65 -5.09 -0.402
O -2.798598 3.365591 -1.639063 -3.55 -6.24 2.29 -0.064
C -0.097598 1.381591 -0.162063 0.43 1.18 -0.38 -0.057
H -3.457598 1.897591 -3.863063 0.18 -0.33 0.70 0.107
O 2.088402 2.518591 3.668937 1.25 0.12 0.75 0.008
H 5.808402 6.045591 3.943937 0.04 -0.60 0.26 0.074
C -0.563598 -2.325409 -5.200063 -0.36 -3.51 -0.87 -0.212
O 2.469402 -4.333409 2.780937 -1.65 -0.09 0.07 0.108
C -1.872598 -3.930409 -0.723063 2.17 -1.41 0.95 -0.143
H 2.800402 -1.097409 -3.305063 0.36 -0.35 0.19 0.090
H 3.969402 -2.407409 -3.511063 0.12 -0.09 0.12 0.095
H -0.785598 3.595591 -3.501063 -0.90 0.40 -0.11 0.103
O -1.306598 1.337591 0.591937 0.78 0.81 -0.36 0.056
O 3.290402 1.667591 -0.202063 -0.93 0.93 0.44 0.176
C 2.736402 4.263591 1.602937 0.29 -0.30 -0.15 -0.206
C -2.912598 -3.892409 0.348937 -1.12 -0.79 0.49 -0.291
H 0.909402 -3.696409 1.531937 0.02 -0.33 0.09 0.136
H -2.979598 -1.135409 7.121937 -0.39 0.14 0.26 0.082
O -3.781598 1.133591 -1.924063 -0.83 2.82 4.45 -0.012
H -1.967598 1.200591 3.477937 0.17 0.42 0.20 0.076
O -3.884598 -3.015409 -0.224063 -0.18 0.28 0.88 0.109
H -3.069598 -5.991409 1.003937 1.14 -0.87 0.32 0.065
O 2.877402 0.596591 2.819937 -1.98 0.85 0.55 0.135
O -0.973598 -0.715409 -0.023063 2.60 -2.30 -1.96 0.135
H -3.820598 -2.569409 6.577937 0.32 -0.15 -0.17 0.079
H -2.077598 2.722591 4.271937 -0.06 1.20 0.13 0.081
C 3.748402 0.810591 -0.862063 2.00 0.64 -0.61 -0.582
C 0.038402 2.952591 -3.694063 1.06 -1.09 0.48 -0.277
C 1.120402 -2.257409 3.100937 -1.81 0.35 -0.45 -0.016
O 0.635402 1.083591 2.864937 -0.37 -0.13 0.68 0.076
H 0.427402 3.476591 -5.749063 -0.52 -1.08 0.09 0.139
O 4.769402 0.986591 -1.749063 -1.15 1.42 0.23 0.080
H -0.251598 2.037591 -0.995063 -0.16 0.44 -0.49 0.113
C -1.388598 1.940591 4.075937 0.47 -3.10 -1.18 -0.015
H 3.087402 -1.600409 1.288937 -0.42 0.63 0.61 0.109
H 0.543402 -1.500409 -2.017063 -0.01 0.10 -0.34 0.071
H -3.451598 2.876591 2.040937 -0.58 -1.61 0.98 0.064
O -2.277598 -3.060409 -1.717063 0.50 0.48 -0.83 0.069
H 1.129402 3.637591 -1.932063 0.40 0.07 -1.54 0.082
H 3.906402 6.421591 1.574937 0.98 -0.17 -0.05 0.121
C -3.376598 3.184591 1.038937 1.81 0.85 -1.51 -0.011
H 5.504402 5.495591 1.524937 -0.81 0.18 -0.10 0.123
C 0.050402 -3.557409 -4.404063 0.72 1.14 -1.40 0.005
H -0.650598 -4.328409 -4.208063 -1.05 -0.44 0.23 0.072
N 1.890402 4.054591 0.852937 -0.01 0.18 0.28 0.200
C 0.863402 3.083591 4.120937 0.08 -0.93 -0.21 -0.070
C 0.187402 -0.039409 -0.570063 -1.03 -0.29 -0.88 -0.214
H 1.047402 -0.346409 -0.013063 0.60 -0.66 0.09 0.126
H 0.682402 1.791591 0.461937 0.22 0.11 0.05 0.092
H 2.580402 -2.589409 -2.425063 0.16 -0.16 0.29 0.060
O -1.820598 -1.937409 -4.682063 3.53 1.02 5.08 0.110
C -3.471598 -2.555409 -1.381063 -3.47 2.61 -3.33 -0.516
H 2.605402 -2.864409 0.125937 -0.42 0.64 0.93 0.138
H -2.267598 3.355591 0.887937 -1.60 0.17 -0.32 0.109
H 0.765402 2.863591 5.216937 0.04 0.57 -0.86 0.148
H -4.346598 -5.510409 -0.005063 -0.71 -0.13 -1.25 0.077
H 2.077402 2.768591 -3.182063 0.82 -0.43 0.05 0.050
O -3.185598 -2.365409 3.166937 1.33 -0.33 0.14 0.042
C -3.593598 -1.010409 5.063937 -1.24 -0.57 0.42 -0.254
C 1.305402 3.496591 -3.052063 -0.61 0.99 0.73 -0.090
H 1.053402 1.847591 -5.309063 -0.06 0.72 0.41 0.123
O -5.263598 -2.217409 2.246937 1.69 -0.28 1.98 0.156
H -0.566598 -2.244409 -7.444063 0.76 1.08 -0.61 0.118
O 3.904402 -3.418409 1.490937 2.44 2.19 -2.13 0.091
H -0.630598 -0.355409 -2.643063 -0.40 0.24 0.23 0.075
O -2.677598 -0.290409 1.262937 1.58 1.01 -1.01 0.136
C 4.200402 -1.282409 -1.683063 1.50 0.01 -0.19 -0.271
C -1.702598 0.096591 0.608937 -5.22 -0.80 4.19 -0.627
O -3.898598 2.248591 0.073937 -0.61 -1.34 0.95 0.029
C 3.817402 4.560591 2.540937 0.93 0.25 0.41 -0.178
H -3.964598 4.073591 1.010937 -0.12 0.88 -0.56 0.092
H 4.396402 7.056591 3.916937 -0.14 -0.25 -0.17 0.083
H 6.128402 -0.371409 -1.678063 2.65 -0.73 0.95 0.106
C 1.714402 -3.282409 2.133937 0.70 1.77 0.45 -0.253
H 5.363402 -0.236409 -3.246063 0.14 -0.07 -0.29 0.139
C 4.634402 5.796591 2.143937 -0.54 0.65 -1.39 -0.256
C -2.781598 -1.998409 -5.471063 -7.81 1.60 -2.09 -0.658
H -4.803598 -1.295409 6.999937 -0.21 1.05 -0.19 0.076
H -0.119598 2.014591 -3.182063 -0.65 -0.21 0.37 0.059
H -4.278598 -4.926409 1.612937 -0.02 0.00 -0.09 0.086
H 0.635402 -1.430409 2.458937 0.65 -1.27 0.93 0.100
C -4.465598 -2.022409 3.142937 -1.97 1.02 -1.50 -0.560
H -0.906598 -3.750409 -6.913063 -0.05 -2.20 0.22 0.107
C 0.202402 2.550591 -5.150063 0.84 0.36 -0.85 -0.181
C -3.275598 1.013591 -3.213063 0.25 1.21 -1.38 -0.084
O -4.162598 -1.841409 -2.138063 2.71 -2.19 2.62 0.123
H 5.802402 7.423591 3.033937 0.46 0.84 -0.99 0.059
H -1.135598 1.396591 4.990937 0.01 0.30 0.17 0.089
H -1.644598 -4.931409 -1.114063 -0.28 0.20 -0.18 0.140
C -1.030598 -2.754409 -6.643063 -0.07 1.70 0.92 -0.063
H -2.219598 0.850591 -3.096063 0.55 -0.12 -0.51 0.054
O -3.984598 -1.695409 -5.310063 3.74 -0.83 0.46 0.098
C 5.244402 -0.246409 -2.172063 -1.93 -0.48 -1.35 -0.100
H -3.773598 0.178591 -3.671063 -0.03 -0.54 0.04 0.071
C 1.936402 1.308591 3.118937 1.75 -0.40 -0.91 -0.543
H 4.824402 -2.016409 -1.128063 -1.08 0.10 0.01 0.164
H 0.307402 -2.738409 3.688937 0.40 0.29 -0.38 0.078
H -1.658598 -1.150409 3.904937 0.22 1.09 -0.85 0.087
C 2.789402 -2.625409 1.214937 -0.77 -1.75 -1.78 -0.077
H -0.366598 2.829591 2.403937 0.05 -0.36 -0.16 0.132
C -0.915598 1.741591 -5.651063 -1.25 0.20 -0.48 -0.199
H 1.069402 0.110591 -2.521063 0.46 0.27 -0.32 0.068
O -2.393598 -2.377409 -6.652063 0.68 -1.38 -2.57 0.094
O -4.757598 -1.310409 4.250937 -0.18 0.51 0.66 0.075
H -2.396598 -3.430409 1.196937 -0.97 0.02 0.23 0.132
H 0.816402 -4.047409 -5.034063 -0.23 0.42 -0.02 0.089
H -1.974598 -2.495409 4.869937 -0.73 0.22 -0.44 0.137
C 3.673402 -4.436409 2.214937 0.96 -2.35 2.07 -0.639
H 4.532402 3.753591 2.696937 -0.48 -0.52 -0.30 0.131
N -1.820598 1.114591 -6.011063 1.13 0.41 0.33 0.198
C -3.843598 -1.477409 6.543937 1.30 -1.26 -1.41 -0.014
H 0.151402 -1.545409 -5.262063 0.29 1.15 0.28 0.125
C 5.168402 6.609591 3.277937 -0.35 -0.12 1.75 -0.127
H 1.637402 4.439591 -3.533063 -0.14 -0.38 0.49 0.085
C -2.487598 -1.720409 4.241937 -0.27 -1.79 1.76 -0.079
C 3.347402 -1.903409 -2.773063 -0.42 0.96 -0.30 -0.019
C -3.676598 -5.173409 0.733937 0.25 1.73 1.13 0.012
H 0.574402 -3.313409 -3.489063 -0.21 0.41 0.28 0.040
H -3.484598 0.066591 5.122937 0.08 0.24 -0.49 0.126
C 0.273402 -0.440409 -2.056063 0.45 -0.42 1.37 0.022
H 1.762402 -1.749409 3.820937 0.51 -0.30 -0.38 0.087
H 3.396402 4.729591 3.518937 -0.43 0.08 0.35 0.104
O 4.484402 -5.298409 2.426937 -0.75 0.10 0.05 0.149
H 0.862402 4.160591 3.844937 -0.15 -0.76 0.45 0.145
C -0.114598 2.237591 3.287937 -1.32 2.04 0.48 -0.300
O 3.458402 -0.460409 -0.776063 -1.20 -2.26 0.28 0.061
```
Positions in Å, forces in eV/Å.

The calculation puts the relative energy (zero: lowest compared OMol25 entry of this formula, charge and spin) at 5.84 kcal per mole. Its HOMO-LUMO gap is 9.5148 eV. Its spin multiplicity is 1.